(1)
The following is a quantum chemistry calculation of a 6-piece molecular cluster, C18H52N4O6 overall in a non-equilibrium geometry, from the OMol25 dataset.

Structure (XYZ):
```
80
Properties=species:S:1:pos:R:3:forces:R:3:mulliken_charge:R:1
C 4.678 -1.872 -0.104 -0.7 0.5 0.6 -0.708
O 4.967 -0.811 -0.976 -0.3 0.9 0.3 -0.329
C 4.607 -1.113 -2.298 -0.9 -0.7 0.1 -0.387
C 5.063 -0.084 -3.305 -0.1 -1.1 -0.8 0.579
C 4.687 -0.558 -4.722 1.3 0.2 0.6 -1.481
N 6.459 0.255 -3.285 1.1 -0.3 -0.2 -0.710
H 3.602 -2.118 0.062 0.3 0.6 -0.4 0.138
H 5.081 -1.580 0.863 0.2 -0.3 0.0 0.281
H 5.109 -2.770 -0.490 0.7 -0.9 0.0 0.422
H 5.075 -2.089 -2.461 -0.1 -0.2 -0.8 0.500
H 3.486 -1.220 -2.369 0.8 0.0 0.0 -0.096
H 4.522 0.807 -3.141 -0.8 1.2 0.5 0.129
H 5.153 -1.520 -4.928 0.1 -0.2 0.0 0.430
H 5.089 0.160 -5.439 -0.2 0.0 0.0 0.425
H 3.642 -0.675 -4.829 -1.2 0.0 -0.2 0.261
H 6.887 0.075 -2.390 -0.1 0.1 0.4 0.273
H 6.981 -0.312 -3.950 -0.1 0.1 0.1 0.271
C -6.105 -0.134 5.892 -0.9 0.4 1.7 -0.705
O -5.372 -0.080 4.726 0.6 -0.6 -0.6 -0.230
C -6.213 0.028 3.597 0.4 0.9 -0.1 -1.016
C -5.381 0.070 2.326 1.0 -0.5 0.4 0.998
C -6.294 0.141 1.103 0.4 0.9 1.8 -1.580
N -4.575 -1.221 2.219 -1.8 1.2 1.4 -0.688
H -5.429 -0.200 6.804 -0.7 -0.1 -1.3 0.217
H -6.848 -0.998 5.886 0.8 0.9 0.1 0.283
H -6.666 0.846 6.003 0.2 -1.0 0.1 0.281
H -6.912 -0.785 3.513 -0.4 -0.8 0.2 0.424
H -6.809 0.958 3.730 0.2 -0.3 -0.4 0.393
H -4.791 1.022 2.371 0.1 -0.9 0.0 0.116
H -6.565 -0.867 0.928 -0.9 -0.8 -0.6 0.454
H -5.714 0.546 0.319 0.4 0.2 -1.2 0.308
H -7.104 0.849 1.329 -0.1 -0.5 -0.3 0.376
H -4.067 -1.285 1.378 0.7 0.1 -0.9 0.174
H -4.060 -1.515 3.047 -0.1 0.6 -0.4 0.226
C 4.029 1.954 2.226 2.5 -2.0 -0.4 -0.661
O 2.710 2.022 2.350 -2.2 1.5 0.0 -0.312
C 1.959 0.903 2.641 -0.7 -0.7 -1.7 -0.197
C 0.501 1.492 2.512 0.2 0.7 -0.1 0.803
C 0.233 2.577 3.581 -0.7 -1.3 1.0 -1.612
N -0.581 0.531 2.473 -0.1 0.6 -1.4 -0.246
H 4.375 2.857 1.788 0.5 0.8 -0.5 0.275
H 4.401 1.060 1.635 -0.5 0.8 0.1 0.099
H 4.489 1.837 3.184 0.7 0.0 1.0 0.358
H 2.196 0.154 1.808 -0.7 0.4 0.9 -0.025
H 2.241 0.391 3.583 -0.4 0.5 0.0 0.393
H 0.472 2.132 1.576 0.3 -1.3 0.5 -0.160
H -0.804 2.979 3.462 1.0 -0.2 0.0 0.354
H 0.997 3.339 3.596 0.0 0.3 -0.3 0.357
H 0.290 2.102 4.589 -0.2 0.2 -0.4 0.373
H -0.697 0.011 3.287 -0.2 -0.5 2.1 0.263
H -0.458 -0.182 1.774 0.4 0.1 -0.6 0.007
C 1.571 1.253 -1.441 -1.2 0.2 -1.3 -0.522
O 1.129 0.107 -2.258 1.4 -0.9 2.6 0.216
C 0.383 0.366 -3.377 -1.1 1.9 -0.8 -0.817
C -0.025 -0.843 -4.156 1.3 -2.8 0.7 0.520
C -1.035 -0.483 -5.160 -2.8 0.7 -1.0 -1.409
N -0.570 -1.967 -3.331 1.4 0.1 -1.8 -0.661
H 2.331 1.074 -0.655 -0.1 -0.7 -1.0 0.092
H 0.699 1.641 -0.879 0.2 0.1 -0.5 -0.030
H 1.906 1.964 -2.218 0.1 0.2 0.9 0.467
H -0.593 0.859 -3.172 0.4 0.2 0.5 0.178
H 0.930 1.049 -4.051 -0.1 0.0 0.0 0.446
H 0.864 -1.265 -4.646 -0.1 0.1 0.0 0.179
H -2.030 -0.211 -4.618 1.7 -0.1 -0.9 0.269
H -1.354 -1.322 -5.843 0.8 0.8 0.7 0.364
H -0.686 0.395 -5.752 -0.5 -0.6 0.2 0.306
H -1.171 -1.573 -2.679 -1.6 0.6 1.6 0.242
H 0.154 -2.469 -2.838 0.2 0.1 0.1 0.303
C -2.783 1.448 -0.229 1.5 1.0 0.9 -0.574
O -2.783 0.042 -0.226 -0.3 -0.5 -0.7 -0.535
H -1.939 1.948 -0.811 -0.8 -0.9 0.4 0.151
H -3.703 1.920 -0.546 -0.5 -0.5 -0.5 0.407
H -2.665 1.754 0.806 0.2 0.4 0.2 0.215
H -2.254 -0.313 0.511 -0.1 0.7 -0.5 0.214
C 0.222 -2.543 0.173 0.5 -2.8 0.7 -0.815
O -0.132 -1.225 0.115 -0.4 1.6 -1.1 0.037
H 0.774 -2.708 1.150 -0.5 -0.1 -1.1 0.262
H -0.676 -3.265 0.155 1.2 1.0 0.0 0.188
H 0.899 -2.798 -0.681 -0.4 -0.1 0.8 0.250
H 0.002 -0.943 -0.817 -0.1 0.3 0.7 -0.043
```
Forces are in eV/Å.

Relative energy (zero: lowest compared OMol25 entry of this formula, charge and spin)   48.1 kcal/mol
Frontier orbital gap   9.5 eV
HOMO   -8.77 eV
Net charge   0

=====

(2)
The following is a quantum chemistry calculation of one molecule with the formula C5H6O, from the OMol25 dataset.

Structure (XYZ):
```
12
Properties=species:S:1:pos:R:3:forces:R:3:nbo_charge:R:1
C 2.394 0.457 1.304 -0.2 0.0 -0.3 -0.249
C 1.600 0.046 0.494 0.3 0.4 0.2 -0.033
C 0.689 -0.592 -0.386 -0.1 0.1 0.0 -0.452
C -0.642 -0.380 -0.431 0.3 0.2 0.0 0.416
C -1.367 0.881 -0.088 0.1 -0.1 0.1 -0.681
O -1.419 -1.371 -0.929 0.0 0.0 -0.2 -0.656
H 3.098 0.822 2.016 -0.1 0.0 -0.1 0.234
H 1.088 -1.362 -1.043 0.0 -0.3 0.4 0.220
H -2.441 0.722 0.027 0.2 -0.1 0.1 0.232
H -1.208 1.594 -0.904 -0.1 -0.1 0.1 0.238
H -0.950 1.329 0.815 0.0 0.0 0.0 0.246
H -0.841 -2.147 -0.874 -0.5 -0.1 -0.3 0.485
```
Forces are in eV/Å.

Relative energy (zero: lowest compared OMol25 entry of this formula, charge and spin)   49.9 kcal/mol
Frontier orbital gap   9.1 eV
HOMO   -8.25 eV
Net charge   0

=====

(3)
The following is a quantum chemistry calculation of C27H48ClIrO2P as an isolated structure in a non-equilibrium geometry, from the OMol25 dataset.

Structure (XYZ):
```
80
Properties=species:S:1:pos:R:3:forces:R:3:mulliken_spin:R:1
Ir 0.243 -0.045 1.925 -0.3 1.7 0.3 1.767
P 0.168 0.502 -0.305 0.6 0.0 -1.7 -0.435
Cl 1.316 2.042 2.195 0.6 1.4 0.1 0.114
C -1.790 0.266 1.769 -2.5 1.4 0.4 1.372
H -2.723 -0.190 1.349 0.7 0.5 0.5 0.042
H -2.063 1.288 2.071 0.1 0.4 0.2 -0.003
C 1.995 0.736 -0.683 -0.6 0.2 -0.3 0.113
C -0.690 2.163 -0.537 0.5 -0.3 0.0 0.050
C 2.478 0.808 -2.131 0.3 0.1 0.0 0.004
H 2.208 1.707 -0.208 0.0 -0.2 0.0 0.010
C 3.966 1.196 -2.139 0.0 0.0 0.0 0.008
H 2.355 -0.167 -2.626 0.1 0.2 0.1 -0.001
H 1.907 1.543 -2.718 0.2 -0.2 0.2 -0.002
C 4.832 0.273 -1.268 0.0 -0.1 0.0 0.006
H 4.339 1.193 -3.170 0.0 0.0 0.1 -0.002
H 4.059 2.227 -1.770 0.0 -0.1 0.0 -0.002
C 4.257 0.053 0.136 -0.1 0.0 -0.1 0.009
H 4.924 -0.700 -1.769 0.0 0.0 0.0 -0.001
H 5.843 0.686 -1.188 0.0 -0.1 -0.1 -0.003
C 2.776 -0.333 0.087 0.5 0.2 0.0 -0.057
H 4.817 -0.728 0.663 0.0 0.1 -0.1 -0.003
H 4.352 0.972 0.730 0.0 -0.1 -0.1 0.000
H 2.656 -1.306 -0.414 0.0 0.1 0.1 -0.003
H 2.380 -0.431 1.120 0.3 0.0 -0.5 0.079
C -0.539 -0.582 -1.704 -0.1 0.6 0.2 -0.023
C -2.195 1.992 -0.763 -0.2 0.1 -0.1 -0.041
H -0.537 2.636 0.446 -0.1 -0.2 -0.2 0.040
C -2.910 3.346 -0.738 0.1 0.0 0.0 0.003
H -2.390 1.493 -1.722 0.0 0.2 0.1 0.003
H -2.613 1.342 0.016 0.1 0.2 -0.3 -0.010
C -2.288 4.359 -1.706 0.0 0.0 0.0 0.003
H -3.971 3.197 -0.977 0.1 0.1 0.1 0.001
H -2.866 3.746 0.283 0.0 0.0 -0.1 0.002
C -0.762 4.459 -1.581 0.0 0.0 0.1 -0.001
H -2.552 4.082 -2.734 0.0 0.0 0.0 0.001
H -2.729 5.347 -1.525 0.0 -0.1 -0.1 -0.001
C -0.058 3.095 -1.580 -0.1 0.1 -0.2 0.012
H -0.362 5.075 -2.397 -0.1 0.0 0.1 0.000
H -0.511 4.972 -0.644 0.0 0.0 0.0 0.000
H -0.126 2.653 -2.585 0.0 0.1 0.2 0.001
H 1.011 3.244 -1.370 -0.3 -0.1 0.0 0.000
C 0.177 -1.929 -1.844 0.0 -0.3 0.1 0.003
H -1.570 -0.760 -1.348 0.2 -0.1 -0.1 0.027
C -0.563 -2.868 -2.805 0.0 0.1 0.0 0.003
H 1.204 -1.768 -2.206 -0.2 0.0 0.0 0.002
H 0.262 -2.434 -0.878 0.0 0.2 -0.3 -0.007
C -0.790 -2.244 -4.184 0.1 0.1 0.0 0.001
H 0.008 -3.799 -2.905 -0.1 0.1 0.0 0.002
H -1.534 -3.138 -2.363 0.1 0.1 0.0 0.003
C -1.377 -0.830 -4.095 -0.1 0.0 0.1 0.001
H 0.164 -2.209 -4.727 0.0 0.0 0.1 0.000
H -1.460 -2.884 -4.770 0.1 0.0 0.0 0.000
C -0.643 0.074 -3.092 0.1 0.0 -0.3 -0.008
H -1.358 -0.358 -5.086 -0.1 -0.1 0.1 0.000
H -2.434 -0.900 -3.801 0.1 0.0 0.0 0.000
H 0.366 0.285 -3.473 -0.3 -0.1 0.1 0.000
H -1.167 1.036 -3.049 0.2 -0.3 0.0 -0.004
C 0.032 -2.034 1.668 -1.0 -0.9 -0.4 -0.029
C -1.471 -1.856 1.433 1.4 -3.5 -0.9 0.783
H 0.571 -2.271 0.739 -0.3 0.0 0.4 0.018
C -2.434 -2.538 2.339 -0.3 -0.1 0.3 -0.104
H -1.749 -1.679 0.387 -0.1 -0.4 0.6 0.150
C -1.874 -2.899 3.730 0.0 0.5 -0.4 0.040
H -3.279 -1.871 2.525 -0.3 0.1 -0.2 -0.028
H -2.842 -3.447 1.854 0.0 0.1 0.2 0.019
C -0.605 -3.694 3.581 0.5 -0.5 -0.3 -0.005
H -1.680 -1.993 4.306 0.0 0.2 -0.2 -0.002
H -2.632 -3.439 4.308 0.1 -0.2 -0.2 -0.003
C 0.500 -3.014 2.747 0.2 0.1 0.2 0.094
H -0.202 -3.979 4.558 0.0 0.0 0.0 0.001
H -0.868 -4.617 3.061 -0.1 -0.3 0.0 -0.004
H 1.194 -2.485 3.408 -0.1 -0.2 0.0 0.001
H 1.102 -3.781 2.229 -0.2 0.0 0.3 0.020
C -0.615 0.495 5.988 -0.6 -0.1 -0.3 0.002
O -0.696 0.283 4.561 0.0 0.4 1.5 0.035
C 0.445 -0.027 3.915 1.2 -1.7 -0.5 -0.055
O 1.511 -0.287 4.454 -0.7 0.4 1.0 -0.003
H 0.259 0.012 6.432 -0.1 0.1 -0.2 -0.001
H -1.545 0.063 6.393 0.4 0.2 0.0 -0.001
H -0.612 1.575 6.170 0.1 -0.2 0.1 0.001
```
Forces are in eV/Å.

Relative energy (zero: lowest compared OMol25 entry of this formula, charge and spin)   0.0 kcal/mol
Frontier orbital gap (spin up / spin down)   4.4 / 7.0 eV
HOMO (spin up / spin down)   -1.71 / -4.35 eV
Net charge   -1
Spin multiplicity   5

=====

(4)
The following is a quantum chemistry calculation of a 9-piece molecular cluster, C47H83BN2O31 overall in a non-equilibrium geometry, from the OMol25 dataset.

Structure (XYZ):
```
164
Properties=species:S:1:pos:R:3:forces:R:3:mulliken_charge:R:1
C -3.169 -0.232 1.144 0.0 -0.1 0.0 -1.734
C -1.675 -0.352 0.870 -0.2 -0.1 -0.3 0.031
C -0.942 0.978 0.979 0.4 0.0 0.3 -0.189
C 0.599 0.893 0.859 -0.2 0.1 -0.1 -0.494
C 1.073 -0.108 -0.203 0.0 -0.1 0.0 -0.106
C 2.304 0.317 -1.022 -0.2 0.3 0.0 1.433
C 3.357 -0.758 -1.347 -0.2 -0.5 -0.1 2.276
C 4.227 -0.359 -2.595 0.2 0.0 0.0 -2.490
C 3.939 0.937 -3.336 0.1 0.2 -0.3 -0.983
C 4.388 2.243 -2.672 0.0 -0.2 0.0 1.680
C 3.821 3.480 -3.372 0.0 0.0 -0.2 -1.333
C 3.290 4.519 -2.399 -0.1 0.1 0.0 -1.243
C 2.105 3.997 -1.585 0.1 0.0 0.1 1.688
C 1.110 5.067 -1.176 0.1 0.2 -0.1 -1.510
C 0.193 4.647 -0.039 0.2 0.0 0.0 0.990
C -0.869 5.696 0.231 -0.1 0.1 0.0 -0.945
O -2.064 5.188 0.774 -0.1 0.0 0.0 -0.508
C -1.915 4.679 2.081 0.1 0.0 0.1 -0.673
N 2.684 -2.028 -1.739 -0.1 0.0 0.1 0.377
C 1.686 -1.956 -2.794 0.0 -0.1 0.1 -0.678
N 0.320 -2.237 -2.307 0.0 0.0 -0.7 0.026
C 2.526 -3.182 -0.919 0.4 0.1 -0.2 -0.883
O 2.502 -4.348 -1.792 0.4 0.7 0.1 -0.361
O 1.327 -5.068 -1.475 -0.5 -0.2 -0.2 -0.325
C 4.322 -0.907 -0.137 0.2 0.0 0.2 0.156
C 3.640 -1.151 1.223 0.0 0.1 0.0 -1.931
O 5.253 -1.951 -0.513 -0.2 0.2 -0.4 -0.380
C 5.977 -2.558 0.488 -0.3 0.2 0.0 -0.600
O 5.267 -3.671 0.994 0.9 -0.7 -0.9 -0.419
B 5.166 0.468 0.024 0.3 -0.5 -0.1 0.583
O 6.467 0.596 -0.437 -0.3 -0.6 1.0 -0.581
O 4.592 1.451 0.741 -0.2 0.2 0.2 -0.334
C 5.206 2.716 0.913 0.0 0.1 0.1 -0.727
H -3.618 0.521 0.492 0.0 0.1 0.1 0.278
H -3.377 0.038 2.179 0.0 0.1 0.0 0.414
H -3.686 -1.172 0.948 0.0 -0.1 0.0 0.441
H -1.229 -1.100 1.532 0.0 0.1 0.1 0.474
H -1.567 -0.750 -0.141 0.2 -0.1 0.0 -0.085
H -1.298 1.681 0.219 -0.2 -0.1 0.0 -0.055
H -1.213 1.427 1.939 0.1 0.1 0.0 0.704
H 0.981 1.888 0.601 -0.1 0.0 0.1 -0.585
H 1.021 0.655 1.838 0.1 -0.1 0.0 0.423
H 1.232 -1.087 0.255 -0.2 0.1 -0.1 0.105
H 0.266 -0.243 -0.914 -0.1 -0.1 0.0 -0.974
H 1.930 0.685 -1.975 -0.1 0.2 0.0 -0.213
H 2.783 1.174 -0.549 -0.1 -0.1 0.0 -0.064
H 4.105 -1.179 -3.298 0.0 0.0 -0.1 0.328
H 5.288 -0.395 -2.334 -0.1 0.0 0.0 0.744
H 4.466 0.888 -4.295 -0.1 -0.1 -0.1 0.661
H 2.881 0.999 -3.606 0.0 0.1 0.0 -0.012
H 5.484 2.277 -2.709 0.0 0.0 0.2 0.525
H 4.083 2.271 -1.622 0.1 -0.1 -0.1 -1.176
H 2.994 3.150 -4.010 0.0 0.1 0.0 0.505
H 4.554 3.939 -4.039 0.1 -0.1 0.0 0.345
H 3.001 5.412 -2.960 0.0 0.0 0.1 0.473
H 4.073 4.810 -1.693 0.1 0.2 -0.1 0.284
H 2.486 3.507 -0.682 -0.1 -0.1 0.0 -0.343
H 1.574 3.243 -2.167 0.0 -0.2 0.0 -0.411
H 0.501 5.320 -2.050 0.0 0.1 0.0 0.465
H 1.647 5.981 -0.891 0.0 0.0 0.0 0.313
H -0.315 3.714 -0.286 0.0 -0.1 -0.1 -0.525
H 0.803 4.460 0.851 -0.1 -0.1 0.0 0.319
H -1.149 6.165 -0.710 -0.1 0.1 -0.1 0.450
H -0.490 6.483 0.896 0.2 0.1 0.0 0.381
H -2.838 4.859 2.620 -0.2 0.0 0.1 0.371
H -1.718 3.605 2.092 0.0 0.0 0.0 0.209
H -1.092 5.183 2.603 0.0 0.0 0.1 0.351
H 1.949 -2.689 -3.562 0.0 0.0 0.0 0.279
H 1.739 -0.981 -3.273 0.0 0.1 0.0 0.307
H -0.041 -3.027 -2.834 0.0 0.0 0.3 -0.089
H -0.276 -1.460 -2.563 0.0 -0.1 0.0 -0.031
H 1.590 -3.227 -0.356 -0.1 0.0 0.0 0.528
H 3.387 -3.278 -0.277 0.1 -0.1 0.1 0.549
H 1.714 -5.881 -1.144 -0.1 -0.6 0.1 0.293
H 3.086 -2.081 1.311 -0.1 0.0 -0.1 0.093
H 2.968 -0.320 1.420 0.0 0.0 0.1 0.187
H 4.374 -1.124 2.031 0.0 0.0 0.0 0.816
H 6.894 -2.925 0.053 0.2 -0.1 -0.2 0.456
H 6.219 -1.854 1.289 0.1 -0.1 0.1 0.319
H 4.892 -3.432 1.814 -0.8 0.4 1.5 0.232
H 6.551 1.051 -1.255 0.3 0.6 -1.0 0.378
H 4.486 3.325 1.451 0.0 0.2 0.1 0.215
H 6.122 2.625 1.490 0.1 0.0 0.0 0.303
H 5.437 3.190 -0.044 0.0 0.0 0.0 0.258
O -2.490 3.227 4.755 0.0 -0.3 -0.1 -0.546
C -2.396 4.238 5.367 0.1 0.1 0.0 0.670
O -1.235 4.743 5.841 0.1 0.0 0.0 -0.344
C -1.476 6.073 6.309 0.0 0.1 0.1 -0.298
C -2.966 6.046 6.601 0.1 0.1 0.0 -0.081
O -3.425 5.051 5.676 -0.2 0.0 0.0 -0.330
H -0.854 6.269 7.178 0.0 -0.1 0.0 0.294
H -1.225 6.775 5.513 0.0 0.0 0.0 0.253
H -3.187 5.706 7.614 0.0 0.0 0.0 0.188
H -3.465 6.992 6.410 0.0 -0.1 0.0 0.208
O -3.247 9.227 7.610 0.1 0.1 -0.3 -0.498
C -3.670 8.978 8.689 0.0 -0.1 0.1 0.636
O -4.089 9.881 9.592 0.0 0.2 0.0 -0.347
C -4.724 9.192 10.674 0.0 -0.1 0.1 -0.335
C -4.100 7.809 10.577 -0.1 0.1 0.1 -0.326
O -3.792 7.725 9.182 0.0 -0.2 0.1 -0.245
H -4.515 9.712 11.604 0.1 0.0 0.0 0.295
H -5.799 9.176 10.492 0.0 0.0 0.0 0.257
H -3.171 7.729 11.143 0.0 0.0 0.0 0.264
H -4.768 6.997 10.849 0.0 0.0 -0.1 0.301
O -3.117 -3.740 -6.852 -0.3 0.2 -0.2 -0.505
C -2.181 -4.279 -6.367 0.2 -0.1 0.1 0.683
O -2.056 -4.529 -5.041 -0.1 0.0 0.3 -0.250
C -0.933 -5.393 -4.839 0.3 0.0 0.1 -0.091
C -0.100 -5.103 -6.076 0.1 0.0 0.1 -0.266
O -1.102 -4.731 -7.030 0.1 0.0 -0.2 -0.397
H -0.435 -5.140 -3.906 0.0 0.0 0.0 0.095
H -1.280 -6.426 -4.798 0.0 0.0 0.0 0.236
H 0.574 -4.258 -5.933 0.0 0.0 0.0 0.184
H 0.460 -5.957 -6.445 -0.1 0.0 -0.1 0.346
O -7.565 -4.945 -1.570 -0.2 0.0 0.1 -0.553
C -6.638 -4.673 -2.262 0.0 0.0 0.0 0.571
O -6.191 -5.414 -3.290 0.0 -0.1 -0.1 -0.363
C -5.230 -4.645 -4.029 0.1 0.1 -0.1 -0.006
C -4.749 -3.656 -2.982 0.1 -0.1 -0.1 -0.067
O -5.889 -3.555 -2.120 0.0 0.2 0.0 -0.371
H -4.444 -5.292 -4.401 -0.1 -0.1 0.0 0.064
H -5.735 -4.161 -4.865 0.0 0.0 0.0 0.306
H -3.911 -4.043 -2.400 0.0 0.0 0.0 0.204
H -4.499 -2.677 -3.380 -0.1 0.0 0.0 0.201
O -7.775 0.156 -5.246 0.2 0.1 -0.3 -0.532
C -8.275 -0.312 -4.281 -0.1 -0.1 0.2 0.669
O -8.603 0.385 -3.171 0.0 0.2 0.1 -0.341
C -9.373 -0.457 -2.310 -0.1 -0.1 0.1 -0.339
C -8.948 -1.844 -2.761 0.0 0.0 0.3 0.001
O -8.593 -1.615 -4.128 0.0 -0.1 -0.1 -0.330
H -9.134 -0.234 -1.274 0.1 0.0 0.0 0.299
H -10.432 -0.267 -2.490 0.0 0.0 0.0 0.243
H -8.068 -2.203 -2.227 0.0 0.0 0.0 -0.001
H -9.735 -2.590 -2.698 0.0 0.0 -0.1 0.328
O 2.304 -2.833 5.455 0.0 0.3 0.3 -0.538
C 2.230 -3.649 4.605 0.0 -0.2 -0.2 0.593
O 1.265 -4.583 4.499 -0.2 -0.1 0.0 -0.360
C 1.382 -5.239 3.229 0.1 0.1 -0.1 -0.402
C 2.844 -5.004 2.902 0.0 -0.2 -0.3 0.422
O 3.122 -3.784 3.588 0.1 0.1 0.0 -0.355
H 1.109 -6.285 3.324 0.0 0.0 0.1 0.314
H 0.717 -4.747 2.518 0.0 0.0 0.0 0.236
H 3.492 -5.786 3.302 0.0 0.0 0.0 0.124
H 3.039 -4.875 1.838 0.0 0.0 0.0 -0.047
O 2.072 -7.805 -0.654 -0.2 0.1 0.0 -0.658
C 3.190 -7.873 -0.249 0.2 0.1 0.1 0.727
O 3.546 -7.730 1.047 -0.1 0.0 0.1 -0.313
C 4.930 -8.084 1.179 0.1 0.0 0.0 -0.296
C 5.446 -7.857 -0.233 0.1 0.1 0.1 -0.233
O 4.268 -8.085 -1.015 0.0 -0.1 -0.2 -0.318
H 5.394 -7.452 1.931 0.0 0.1 0.0 0.289
H 4.991 -9.128 1.486 0.0 0.0 0.0 0.279
H 5.777 -6.831 -0.399 0.0 0.0 0.0 0.193
H 6.222 -8.551 -0.542 -0.1 -0.1 0.0 0.310
O 0.206 1.193 -4.987 0.2 0.0 -0.1 -0.566
C -0.744 1.235 -4.276 0.1 0.1 0.0 0.483
O -1.143 0.220 -3.476 -0.1 -0.1 0.0 -0.187
C -2.135 0.721 -2.573 -0.2 0.1 0.1 1.015
C -2.693 1.913 -3.333 0.1 -0.1 0.0 -0.406
O -1.562 2.292 -4.135 -0.1 0.2 -0.1 -0.397
H -2.873 -0.050 -2.365 0.1 -0.1 -0.1 0.186
H -1.630 1.005 -1.651 -0.1 0.1 0.0 -0.815
H -3.517 1.640 -3.992 0.0 0.0 0.0 0.259
H -2.989 2.755 -2.709 0.1 -0.1 0.0 0.398
```
Forces are in eV/Å.

Frontier orbital gap   8.2 eV
HOMO   -7.85 eV
Net charge   0